Record 1
19
Properties=species:S:1:pos:R:3:forces:R:3 method="wB97M-V/def2-TZVPD" e_lumo_ev=0.9 homo_energy_ha=-0.3489 relative_energy_kcal_mol=66.58
C 1.04360 -0.31811 0.58911 1.7582 -0.2368 -0.9485
N 0.45755 0.96189 0.86748 0.6687 -3.0340 -1.4590
C 0.18700 1.77023 -0.33670 -0.7626 -1.5181 -2.8229
C -1.39522 1.66322 -0.58467 2.7883 0.5434 -2.7520
C -1.88124 1.25853 0.71080 -5.0651 -3.4884 2.3568
C -0.76771 1.08053 1.69758 1.3894 4.8842 -0.9535
O 1.78494 -0.60186 -0.36932 -1.9308 1.3475 1.6633
H 1.00062 -1.13717 1.35202 -0.7564 1.0029 0.1166
H 0.59541 2.70489 -0.30505 0.2893 3.1233 1.5130
H 0.73531 1.60614 -1.35602 -0.7160 -1.5117 2.0454
H -1.45974 1.00011 -1.50414 -0.5360 0.2933 1.5328
H -1.82879 2.60858 -0.88110 0.1475 0.3642 -0.1627
H -2.53364 0.31818 0.75103 1.4279 0.1108 -0.8849
H -2.79209 1.78449 1.08574 1.2759 1.0339 0.0314
H -0.95475 0.57594 2.58849 0.2019 -2.0139 0.9169
H -0.60737 2.12856 2.11683 -0.1658 -0.9099 -0.1973
H 1.09248 -4.46628 -2.75767 0.3829 -0.0839 0.4724
H 1.22779 -4.82533 -1.18357 -0.5416 0.4268 -1.5432
O 0.61547 -4.61785 -1.93513 0.1444 -0.3334 1.0754


Record 2
19
Properties=species:S:1:pos:R:3:forces:R:3 method="wB97M-V/def2-TZVPD" e_lumo_ev=0.6 homo_energy_ha=-0.3416 relative_energy_kcal_mol=29.23
C -1.90008 0.67481 -0.02332 0.4163 0.6208 2.0982
N -0.60462 0.40951 0.27642 0.3595 -1.1421 -0.6122
C 0.29026 1.20561 1.11320 -0.6524 -0.8433 -0.0112
C 1.03467 0.08194 1.90062 -0.1572 1.7251 -0.3568
C 1.08715 -1.15134 1.00377 0.1749 0.9396 -1.1504
C 0.18067 -0.77899 -0.21067 -1.0606 1.6897 1.3253
O -2.51505 1.52591 0.60730 -0.2279 -0.1154 -1.0123
H -2.36038 0.01328 -0.76566 0.0317 -0.0834 -0.1510
H 0.89748 1.85461 0.47845 0.2761 -0.1057 0.0490
H -0.29188 1.81888 1.79105 -0.0573 0.1936 -0.0588
H 0.36443 0.00016 2.75188 0.5288 -0.6481 0.4173
H 2.03175 0.45424 2.15810 -0.2535 -0.3057 0.4522
H 0.79975 -2.05210 1.53203 -0.0233 -0.1812 -0.1805
H 2.09301 -1.22257 0.57644 -0.0572 -0.5068 0.4178
H -0.52401 -1.55855 -0.47738 0.2594 -0.0679 -0.6352
H 0.75163 -0.27508 -0.98718 0.4548 -1.1728 -0.6059
H 0.11523 -0.31257 -3.36029 0.3753 0.4203 0.9028
H -1.12924 -0.09567 -4.21818 -0.3808 0.3399 0.0757
O -0.32075 -0.59206 -4.14657 -0.0066 -0.7566 -0.9639


Record 3
19
Properties=species:S:1:pos:R:3:forces:R:3 method="wB97M-V/def2-TZVPD" e_lumo_ev=0.6 homo_energy_ha=-0.3330 relative_energy_kcal_mol=56.63
O 1.06197 1.23021 -2.17441 0.4129 0.1169 0.3323
C 1.33915 1.11861 -1.00173 -0.3153 -0.0107 -0.5834
C 0.84901 -0.08511 -0.21207 0.1319 1.1328 1.1248
C -0.73161 0.07661 -0.18777 2.1558 -0.5781 -0.7621
C -1.25216 -1.02071 0.68134 -1.6409 0.9660 -1.7193
C -2.03391 -1.99905 0.22927 0.7072 -0.8933 2.0154
N 1.26509 -1.36629 -0.72435 -0.7942 -0.1351 -0.0435
H 1.89813 1.92960 -0.47380 -0.1183 -0.2370 -0.0890
H 1.18644 0.03067 0.82276 0.1583 -0.0920 -0.0086
H -0.93996 0.04202 -1.26106 -0.7319 -0.5292 0.1342
H -0.96482 1.09372 0.10451 -0.0930 0.0002 0.5171
H -1.12638 -0.86779 1.74136 0.3265 -0.3807 0.1910
H -2.24691 -2.73806 1.00481 -0.4903 -0.0116 -0.3089
H -2.36266 -2.27756 -0.75366 0.2264 0.5009 -0.4681
H 0.81358 -1.45776 -1.61619 0.1295 -0.4492 -0.5426
H 2.25375 -1.57094 -0.80616 -0.1132 0.5169 0.0926
H -0.54866 0.96260 3.00935 0.3262 -0.2997 0.5422
H 0.21908 2.31016 2.71882 -0.3688 -0.5831 0.1750
O -0.54249 1.75493 2.48612 0.0911 0.9659 -0.5991


Record 4
19
Properties=species:S:1:pos:R:3:forces:R:3 method="wB97M-V/def2-TZVPD" e_lumo_ev=0.7 homo_energy_ha=-0.3499 relative_energy_kcal_mol=55.57
O -2.85957 -1.62708 0.89798 -0.5587 -0.1861 -0.0468
C -1.73403 -1.62405 0.45139 -2.6697 3.1397 5.0843
N -0.76474 -0.80290 0.98481 -0.9430 -0.0036 -0.9301
C 0.24630 -0.54169 0.01743 0.2551 1.5577 -2.2733
C 0.45425 1.05121 -0.45946 2.3408 -2.1102 0.4822
C -0.60629 1.73251 -1.23348 -2.5823 1.7230 -1.6823
O 0.77329 1.82413 0.68086 0.7898 -0.5625 1.8213
C 1.56467 -1.14724 0.54790 1.2963 2.0996 -1.7840
H -1.51035 -2.30180 -0.24616 1.7218 -2.4833 -3.1368
H -1.04926 -0.07198 1.64789 -0.0373 -0.5820 -0.5374
H -0.19550 -1.04970 -0.96649 1.8194 0.9036 1.7738
H 1.37913 1.03859 -1.10911 -0.7339 -0.4667 0.4765
H -1.29589 2.29974 -0.53689 0.3496 -1.1202 -0.6250
H -1.18597 0.99675 -1.90079 0.6684 1.0500 1.1592
H -0.32754 2.61454 -1.96474 0.3007 -1.9322 1.4369
H 1.36938 1.31593 1.32484 -1.1936 0.9895 -1.6669
H 2.40599 -0.44379 0.20805 -0.7535 -1.3050 0.1343
H 1.69591 -1.16884 1.63753 -0.6610 -0.4401 -0.3413
H 1.64018 -2.09432 0.01843 0.5911 -0.2713 0.6555


Record 5
19
Properties=species:S:1:pos:R:3:forces:R:3 method="wB97M-V/def2-TZVPD" e_lumo_ev=0.8 homo_energy_ha=-0.3313 relative_energy_kcal_mol=35.87
O -1.18002 1.22227 -1.68092 0.2729 0.2100 -0.0557
C -0.22411 0.97688 -0.99197 -0.0049 -0.5934 0.3205
C -0.21440 -0.16362 0.02889 -0.7222 0.4499 0.1151
C -0.69029 0.44794 1.36266 -0.0381 -0.3875 -0.2477
C -2.19904 0.70219 1.36802 0.3944 -0.4776 0.1506
N 1.04154 -0.87378 0.14278 -0.2373 0.0814 -0.2840
C 1.61004 -1.29223 -1.12020 0.3144 0.4800 0.8684
O 2.55294 -0.31988 -1.58722 0.4301 -0.3368 -0.3125
H 0.72339 1.55179 -1.01263 -0.1077 0.2240 -0.1827
H -1.01153 -0.84811 -0.26646 0.0993 -0.2109 -0.1980
H -0.41575 -0.23795 2.16287 -0.0026 -0.1267 0.0638
H -0.15775 1.36528 1.56184 0.3137 0.4851 0.0319
H -2.72440 -0.24903 1.47422 -0.0659 0.0394 -0.1514
H -2.52342 1.18398 0.45133 -0.0964 0.1190 -0.0245
H -2.46273 1.30379 2.22584 -0.1678 0.2874 0.1526
H 1.69511 -0.37934 0.73566 0.2200 -0.1206 -0.1304
H 2.11856 -2.24592 -0.97811 -0.0353 -0.1079 -0.2002
H 0.78582 -1.36436 -1.82486 -0.0599 -0.3400 -0.1866
H 3.27604 -0.77990 -2.05173 -0.5068 0.3251 0.2706


Record 6
19
Properties=species:S:1:pos:R:3:forces:R:3 method="wB97M-V/def2-TZVPD" e_lumo_ev=1.0 homo_energy_ha=-0.3388 relative_energy_kcal_mol=125.08
C -0.79299 -0.83669 -0.27669 -0.9433 1.4061 1.9162
C 1.91022 -0.31731 0.69591 1.7897 -1.8401 -1.0698
C -2.02554 -1.08113 -1.08857 -0.0139 -0.0859 -0.2140
C -1.56483 1.15491 0.74112 0.0830 0.1122 -0.2116
C 2.37292 0.86119 -0.12139 -0.2771 0.0763 -0.2018
N -0.57196 0.11981 0.54835 -0.8087 -0.9723 -1.2196
O 0.04670 -1.88735 -0.28739 0.9907 -0.0824 -0.5421
O 1.40181 -1.43741 -0.40682 0.0181 1.8672 2.2651
H 2.74888 -0.93904 1.00729 0.4026 0.1616 -0.1543
H 1.44985 -0.03423 1.64299 -0.9472 -0.5428 -0.8105
H -1.87794 -1.94429 -1.74057 -0.0486 0.1483 0.0842
H -2.24583 -0.20138 -1.69878 -0.0651 -0.0693 0.0763
H -2.87716 -1.27566 -0.43295 -0.0071 0.0864 -0.0446
H -1.22026 1.82523 1.53443 -0.0558 -0.0549 -0.1710
H -2.53128 0.74742 1.05473 -0.0174 -0.0329 -0.0615
H -1.71943 1.74975 -0.16607 -0.0687 0.0343 0.0555
H 3.15100 1.40979 0.41997 -0.1114 -0.0658 0.0274
H 2.79399 0.54010 -1.07667 0.0361 -0.0769 0.1466
H 1.55187 1.54627 -0.34890 0.0444 -0.0692 0.1294